{"formula": "C2H10O2S2", "method": "ωB97M-V/def2-TZVPD", "orbital_gap_ev": 8.90, "smiles": "CSSC.O.O", "homo_energy_ev": -8.6, "lumo_energy_ev": 0.25, "elements": ["C", "S", "S", "C", "H", "H", "H", "H", "H", "H", "O", "H", "H", "O", "H", "H"], "positions_angstrom": [[1.4633, -0.0045, -0.3039], [0.9563, 0.7504, 1.2389], [-1.1657, 1.1906, 0.8861], [-1.0602, 2.0247, -0.7145], [0.9589, 0.4624, -1.1456], [1.4063, -1.0911, -0.2951], [2.5313, 0.3112, -0.5447], [-0.6020, 3.0235, -0.6187], [-2.0501, 2.3610, -1.0894], [-0.3925, 1.5062, -1.3021], [-1.1288, -1.7208, -1.4035], [-0.4391, -2.2785, -1.0175], [-1.3965, -1.0842, -0.7909], [0.1898, -1.6874, 2.7396], [0.9896, -2.1403, 2.4884], [-0.2604, -1.6233, 1.8730]], "forces_ev_per_angstrom": [[1.65, 0.68, -0.67], [-1.20, 1.21, -0.46], [1.26, -0.60, -0.03], [-0.96, 3.05, 1.70], [-0.29, -0.56, 0.00], [-0.14, 0.09, -0.19], [-1.07, -0.53, 0.80], [0.21, -0.29, 0.50], [0.40, -1.31, -0.08], [0.43, -1.28, -1.96], [0.79, -1.90, -1.87], [-0.39, 0.38, 0.04], [-0.50, 1.55, 1.85], [-0.88, -0.39, -0.65], [0.63, -0.27, 0.19], [0.05, 0.18, 0.81]], "mulliken_charge": [-0.5861, -0.0312, -0.1229, -0.7788, 0.2008, 0.1483, 0.3081, 0.3222, 0.3400, 0.1980, -0.6171, 0.3092, 0.3035, -0.6016, 0.3103, 0.2974]}


{"formula": "C6H12O", "method": "ωB97M-V/def2-TZVPD", "orbital_gap_ev": 8.23, "homo_energy_ev": -8.2, "lumo_energy_ev": 0.03, "elements": ["C", "C", "C", "C", "C", "C", "O", "H", "H", "H", "H", "H", "H", "H", "H", "H", "H", "H", "H"], "positions_angstrom": [[2.3299, 0.1020, 1.3630], [0.9765, -0.9239, -1.3605], [0.1423, 0.2204, -1.2857], [-1.3620, 0.0982, -1.7211], [-1.1133, 0.3764, -0.3182], [-1.3764, -0.6378, 0.7725], [-1.3382, 1.6976, 0.0597], [3.3241, -0.0126, 1.8009], [1.6009, -0.4055, 2.0046], [2.0849, 1.1682, 1.2848], [0.3469, -1.7960, -1.0790], [2.3211, -0.3512, 0.3711], [0.5605, 1.2026, -1.5188], [-1.6939, -0.8970, -2.0144], [-1.6870, 0.9324, -2.3371], [-2.4333, -0.5785, 1.0634], [-0.7593, -0.4236, 1.6571], [-1.1594, -1.6594, 0.4420], [-0.7642, 1.8878, 0.8157]], "forces_ev_per_angstrom": [[-0.01, 0.02, 0.22], [-0.60, 0.19, 0.01], [0.49, -0.05, -0.11], [-0.19, 0.00, 0.11], [-0.13, -0.30, -0.05], [0.04, 0.01, 0.00], [0.22, -0.10, 0.09], [-0.13, 0.06, -0.03], [0.14, 0.13, -0.11], [0.05, -0.24, 0.02], [0.13, 0.10, -0.03], [0.06, 0.06, 0.04], [-0.12, -0.20, 0.07], [0.11, 0.32, 0.06], [0.03, -0.23, 0.07], [0.23, -0.01, -0.07], [-0.16, -0.05, -0.23], [-0.05, 0.26, 0.06], [-0.13, 0.02, -0.12]], "mulliken_charge": [-0.8355, -0.5700, -0.4035, -0.8635, 1.2692, -1.2877, -0.5517, 0.3350, 0.1832, 0.1903, 0.1621, 0.1726, 0.3488, 0.2837, 0.2836, 0.3335, 0.2340, 0.3327, 0.3833]}


{"formula": "C8H10N2ORu", "method": "ωB97M-V/def2-TZVPD", "orbital_gap_ev": [6.40, 6.62], "homo_energy_ev": [-5.6, -8.5], "lumo_energy_ev": [0.81, -1.84], "multiplicity": 5, "elements": ["C", "C", "C", "C", "C", "Ru", "N", "C", "C", "H", "H", "H", "H", "H", "H", "H", "H", "H", "H", "O", "C", "N"], "positions_angstrom": [[0.9636, -1.8824, -0.7702], [-0.1565, -2.1636, 0.0882], [0.1825, -1.7302, 1.4271], [1.5152, -1.1390, 1.3720], [1.9758, -1.2345, 0.0135], [0.1084, -0.0339, 0.2340], [-0.0053, 1.1162, -1.3581], [-1.4234, 1.2742, -1.3298], [-1.8124, 0.1979, -0.3154], [-0.4763, -1.7410, 2.2736], [-1.0859, -2.6185, -0.2068], [2.0003, -0.6248, 2.1763], [2.9241, -0.8907, -0.3590], [1.0284, -2.1418, -1.8155], [-2.2848, -0.6614, -0.7579], [-1.8344, 1.0983, -2.3381], [0.6139, 1.8464, -1.7154], [-2.3896, 0.5328, 0.5208], [-1.8063, 2.2843, -1.0882], [1.1844, 3.9020, 1.4207], [0.6617, 2.8396, 1.3134], [0.1165, 1.7702, 1.2148]], "forces_ev_per_angstrom": [[1.11, -1.53, 0.28], [0.98, -0.04, 0.41], [1.67, -1.37, -0.17], [-0.26, -1.65, 0.36], [-0.83, -0.86, -0.10], [-2.32, 2.72, 0.55], [1.32, 1.63, -2.14], [-0.68, 0.67, -0.19], [-0.75, -0.20, -0.33], [-0.05, -0.09, 0.24], [0.01, -0.04, -0.01], [0.20, -0.06, 0.24], [0.06, 0.14, -0.02], [0.00, 0.11, 0.05], [-0.18, -0.24, -0.23], [0.06, -0.35, 0.09], [-0.57, -0.07, -0.39], [-0.43, 0.43, 0.41], [0.53, -0.24, 0.22], [-0.20, -0.48, -0.05], [-0.15, -0.04, 0.01], [0.49, 1.55, 0.78]], "lowdin_spin": [0.1904, 0.0030, 0.1113, 0.0951, 0.0671, 2.2748, 0.6813, 0.1018, 0.0528, 0.0161, -0.0010, 0.0092, 0.0064, 0.0131, 0.0027, 0.0418, 0.0307, 0.0121, 0.0166, 0.0592, 0.0648, 0.1506]}


{"formula": "C12H23BFNO3", "method": "ωB97M-V/def2-TZVPD", "orbital_gap_ev": 9.83, "smiles": "COCCCCCCCCCBC(=O)NC(=O)F", "homo_energy_ev": -9.7, "lumo_energy_ev": 0.17, "elements": ["C", "O", "C", "C", "C", "C", "C", "C", "C", "C", "C", "B", "C", "O", "N", "C", "O", "F", "H", "H", "H", "H", "H", "H", "H", "H", "H", "H", "H", "H", "H", "H", "H", "H", "H", "H", "H", "H", "H", "H", "H"], "positions_angstrom": [[4.0756, -1.7364, 1.1799], [4.5990, -0.7125, 0.3475], [4.2886, -0.8831, -1.0179], [3.0283, -0.1122, -1.4968], [2.5882, 1.0227, -0.5790], [1.6711, 0.5680, 0.5771], [0.7255, 1.6934, 1.0412], [-0.5448, 1.0944, 1.6900], [-1.8729, 1.3524, 0.9431], [-1.7491, 1.4868, -0.5703], [-3.1034, 1.4076, -1.3104], [-3.4213, -0.1110, -1.5351], [-4.5138, -0.8911, -0.6748], [-5.6255, -0.8856, -1.0103], [-4.1364, -1.5618, 0.5676], [-3.5410, -2.7721, 0.3739], [-2.9148, -3.1185, -0.5231], [-3.7096, -3.5791, 1.4107], [4.8409, -2.4715, 1.4335], [3.7592, -1.2806, 2.1121], [3.2409, -2.2354, 0.6961], [4.1573, -1.9375, -1.2663], [5.1474, -0.5407, -1.5914], [2.2175, -0.8258, -1.6337], [3.2498, 0.2904, -2.4831], [1.9792, 1.7081, -1.1714], [3.4187, 1.6086, -0.1960], [1.0654, -0.2480, 0.1827], [2.2917, 0.2549, 1.4067], [0.5339, 2.4273, 0.2655], [1.2626, 2.2216, 1.8282], [-0.3932, 0.0225, 1.7962], [-0.6699, 1.4658, 2.7032], [-2.3583, 2.2184, 1.3873], [-2.5303, 0.5118, 1.1723], [-1.3245, 2.4667, -0.7714], [-1.0306, 0.7619, -0.9579], [-2.9679, 1.8417, -2.2989], [-3.9005, 1.9178, -0.7783], [-2.8289, -0.7528, -2.3413], [-5.0041, -1.6869, 1.0926]], "forces_ev_per_angstrom": [[0.31, 0.28, 0.01], [-0.13, -0.26, 0.09], [-0.18, 0.25, -0.49], [0.63, -0.15, 0.35], [-0.77, -0.02, 0.07], [0.15, 0.97, -1.09], [0.41, -0.65, 1.19], [-0.18, 0.39, -0.37], [0.16, -0.66, 0.30], [-0.08, 0.57, 0.35], [-0.08, -0.97, -0.32], [0.22, -0.11, 0.35], [4.21, 0.40, 0.55], [-4.01, 0.13, -0.89], [-1.53, 0.17, 0.18], [-0.83, 0.85, 2.06], [2.36, -1.08, -3.50], [-0.49, -0.38, 1.17], [0.12, -0.12, -0.18], [-0.20, 0.03, 0.12], [-0.24, -0.10, 0.10], [0.12, -0.17, 0.10], [0.17, 0.13, 0.10], [-0.26, 0.06, 0.05], [0.04, 0.00, -0.15], [0.06, 0.09, -0.20], [0.26, -0.04, -0.02], [0.02, -0.29, 0.24], [-0.18, -0.43, 0.21], [-0.17, -0.10, -0.20], [0.02, 0.34, -0.04], [0.00, -0.16, -0.06], [0.04, 0.08, 0.16], [-0.10, 0.29, -0.26], [-0.13, -0.03, 0.03], [0.13, 0.09, -0.20], [-0.03, -0.13, -0.07], [-0.10, 0.26, -0.08], [0.06, 0.30, 0.13], [-0.04, 0.04, -0.09], [0.26, 0.15, 0.29]], "mulliken_charge": [-0.7674, -0.4124, -0.5402, -0.8621, -0.6639, -0.5488, -0.9943, -1.0870, -0.2438, -0.1536, -0.9066, 0.0427, 0.3601, -0.4810, -0.1831, 0.6007, -0.4167, -0.2585, 0.2587, 0.2835, 0.3533, 0.3676, 0.3707, 0.3283, 0.4012, 0.5429, 0.2831, 0.4364, 0.1664, 0.6718, 0.3986, 0.4666, 0.4059, 0.3086, 0.0627, 0.4059, 0.1442, 0.2946, 0.3092, -0.0344, 0.2899]}


Energy above the lowest of the compared OMol25 structures with the same formula, charge and spin for the records above, in order: 137.26 461.51 0.00 64.37 kJ/mol
Calculated total energy for the records above, in order: -1029.0066 -310.8835 -590.2792 -876.1896 hartree
Strongest force on any atom for the records above, in order: 0.070 0.012 0.070 0.085 Eh/bohr